Formula: C46H121F15N10O28S5
Source: the Open Molecules 2025 dataset
Level of theory: the ωB97M-V functional and the def2-TZVPD basis

Last column: Löwdin charge in e.
Geometry (Å):
1 C 4.16963 2.10179 20.41357  -0.0319
2 C 2.92373 1.23744 20.25214  -0.2854
3 C 3.00343 -0.09983 19.50342  -0.1701
4 O 3.67290 -1.00829 20.37277  -0.2214
5 C 4.98602 -1.35347 19.88498  -0.0612
6 N 2.43490 0.77325 21.61840  0.1911
7 H 2.55078 1.50112 22.30973  0.0759
8 H 1.40450 0.56065 21.64748  0.1119
9 H 2.87325 -0.14542 21.84304  0.1536
10 H 4.50829 2.31393 19.38397  0.0997
11 H 5.02496 1.62112 20.93844  0.0947
12 H 3.99610 3.08918 20.90304  0.0929
13 H 2.09647 1.82940 19.86029  0.1534
14 H 3.41499 -0.06752 18.43411  0.1646
15 H 1.94775 -0.47337 19.33780  0.1398
16 H 5.37746 -2.02631 20.63581  0.0837
17 H 5.69247 -0.51658 19.90888  0.0906
18 H 5.03672 -1.89968 18.92925  0.1071
19 C 2.36318 0.85043 26.48050  0.0010
20 C 0.87194 0.65355 26.73841  -0.2478
21 C 0.56707 -0.28012 27.91236  -0.1081
22 O -0.87924 -0.46955 28.01523  -0.1847
23 C -1.19859 -1.22276 29.11588  -0.1150
24 N 0.17643 1.96639 27.12336  0.2295
25 H -0.84335 1.84804 27.18072  0.0966
26 H 0.57257 2.32752 27.98604  0.0849
27 H 0.43145 2.68229 26.44045  0.1095
28 H 2.80505 1.25520 27.40363  0.0971
29 H 2.51808 1.49693 25.64520  0.0501
30 H 2.80775 -0.10265 26.34089  0.0379
31 H 0.27194 0.43746 25.86208  0.1216
32 H 1.03458 0.15230 28.77882  0.1222
33 H 0.99860 -1.27929 27.73141  0.1321
34 H -1.05620 -0.61381 29.97703  0.0740
35 H -0.58391 -2.12341 29.20251  0.1039
36 H -2.25993 -1.47030 29.10364  0.0774
37 C -2.90717 3.18305 21.60533  -0.0254
38 C -3.60488 2.84369 22.94088  -0.2735
39 C -4.67822 1.76470 22.89508  -0.1784
40 O -4.96915 1.23903 24.16688  -0.2246
41 C -6.25874 1.55357 24.62724  -0.0931
42 N -2.57286 2.32323 23.91382  0.2073
43 H -2.85218 2.22082 24.89599  0.0967
44 H -2.17122 1.44078 23.62046  0.0815
45 H -1.74812 2.93970 23.93980  0.1295
46 H -3.61717 3.47884 20.79481  0.1094
47 H -2.29788 2.36408 21.14537  0.0856
48 H -2.13994 3.94441 21.76349  0.0828
49 H -3.98236 3.79506 23.37787  0.1665
50 H -4.29037 0.86748 22.32265  0.1463
51 H -5.57138 2.15053 22.42916  0.1337
52 H -6.98860 0.97446 23.99788  0.1167
53 H -6.45940 2.63660 24.51654  0.1050
54 H -6.35928 1.34714 25.69857  0.0776
55 C 2.23826 7.24508 28.95194  -0.0206
56 C 0.73378 7.35434 28.75220  -0.3441
57 C 0.27479 6.92572 27.40994  -0.1435
58 O -1.11722 6.54398 27.58775  -0.2248
59 C -1.76365 6.48102 26.31943  -0.0758
60 N 0.01381 6.70552 29.84959  0.2356
61 H -0.14490 7.32056 30.63386  0.1779
62 H -0.90647 6.31844 29.58523  0.1608
63 H 0.52386 5.90448 30.24742  0.1058
64 H 2.58237 7.44019 30.00590  0.1218
65 H 2.83369 7.92371 28.33904  0.0825
66 H 2.58061 6.23649 28.66702  0.0718
67 H 0.49809 8.38549 28.89758  0.1494
68 H 0.93893 6.02476 27.04917  0.1571
69 H 0.27008 7.78306 26.71115  0.1500
70 H -2.00617 7.44261 25.89630  0.0947
71 H -2.71950 5.96435 26.52959  0.0992
72 H -1.19663 5.85008 25.64426  0.0817
73 C 2.30091 -8.14823 29.10939  -0.0309
74 C 0.82005 -8.37691 29.17043  -0.2899
75 C 0.37754 -7.79878 30.50689  -0.2289
76 O -0.98165 -7.86463 30.67816  -0.1762
77 C -1.43589 -7.78535 32.00681  -0.0845
78 N 0.11744 -7.73806 27.98001  0.2433
79 H 0.36130 -8.23434 27.11875  0.1739
80 H -0.87125 -7.71699 28.13638  0.1363
81 H 0.38514 -6.75061 27.85364  0.1343
82 H 2.85343 -8.50921 28.27242  0.0877
83 H 2.71937 -8.66006 29.97125  0.1046
84 H 2.45100 -7.08887 29.23376  0.0809
85 H 0.53910 -9.42408 29.08628  0.1645
86 H 0.69864 -6.74084 30.55111  0.1455
87 H 0.86129 -8.33245 31.32408  0.1423
88 H -1.64749 -8.78947 32.39689  0.0987
89 H -2.40904 -7.23000 32.01822  0.1062
90 H -0.71844 -7.33237 32.70905  0.0950
91 C 5.59696 3.16366 26.28975  -0.0239
92 C 4.86199 4.45716 26.72863  -0.2691
93 C 5.78149 5.59506 27.06911  -0.2138
94 O 5.01269 6.77168 27.22088  -0.2238
95 C 5.89913 7.85171 27.61400  -0.0396
96 N 4.03031 4.85096 25.48727  0.2148
97 H 3.13326 4.32413 25.53293  0.0862
98 H 3.83980 5.86542 25.51616  0.1585
99 H 4.63237 4.72222 24.67226  0.1607
100 H 6.30950 3.26487 25.45065  0.0946
101 H 4.88500 2.40221 25.85393  0.0884
102 H 6.11948 2.63879 27.10313  0.0974
103 H 4.07971 4.26799 27.48547  0.1464
104 H 6.55136 5.72204 26.27860  0.1479
105 H 6.35847 5.40660 27.97598  0.1404
106 H 5.30998 8.69877 27.97212  0.0950
107 H 6.57357 8.06366 26.80532  0.0905
108 H 6.44802 7.42520 28.47387  0.0999
109 C 3.61135 -5.43560 24.59460  -0.0281
110 C 3.20809 -4.49225 23.52979  -0.3268
111 C 2.48594 -5.02806 22.30689  -0.2306
112 O 1.69145 -4.10140 21.70947  -0.1867
113 C 0.78288 -4.67217 20.73947  -0.0314
114 N 2.30926 -3.53148 24.24394  0.2063
115 H 1.90076 -2.81338 23.61126  0.1224
116 H 1.58143 -4.11010 24.73078  0.1185
117 H 2.78146 -3.05568 25.06646  0.1077
118 H 4.15950 -6.31160 24.14737  0.1244
119 H 2.71330 -5.95896 24.91684  0.0791
120 H 4.11540 -4.98203 25.43546  0.0779
121 H 4.05662 -3.94285 23.15870  0.1519
122 H 1.83666 -5.82566 22.72318  0.1350
123 H 3.18459 -5.48153 21.59468  0.1505
124 H 1.23824 -5.06734 19.83092  0.1044
125 H 0.27280 -3.75794 20.46649  0.0710
126 H 0.18694 -5.39905 21.22480  0.0773
127 C -6.40054 -0.84464 31.53242  -0.0364
128 C -5.91540 -0.01525 32.69526  -0.2898
129 C -4.38611 -0.11931 32.83303  -0.1960
130 O -3.95177 1.06736 33.34484  -0.2178
131 C -2.60038 1.38157 33.26045  -0.0528
132 N -6.13607 1.45156 32.47417  0.2102
133 H -6.08366 1.68116 31.44327  0.1940
134 H -7.05765 1.77235 32.74833  0.1738
135 H -5.39001 1.99309 32.94272  0.1556
136 H -7.40291 -0.52890 31.28123  0.0865
137 H -6.53131 -1.92956 31.62451  0.1101
138 H -5.82973 -0.57964 30.64726  0.0795
139 H -6.56214 -0.25063 33.61552  0.1900
140 H -3.85774 -0.41059 31.90382  0.1383
141 H -4.14636 -0.95382 33.58562  0.1689
142 H -2.00162 0.73866 33.86751  0.0973
143 H -2.58789 2.40752 33.55122  0.1005
144 H -2.21697 1.37747 32.24264  0.0793
145 C -4.68897 -2.18943 24.40895  -0.0397
146 C -4.75341 -1.74334 25.85591  -0.2035
147 C -5.10012 -2.92802 26.83666  -0.1625
148 O -4.56425 -2.57398 28.09526  -0.2315
149 C -4.34253 -3.71692 28.92144  -0.0786
150 N -3.30455 -1.22566 26.33274  0.2176
151 H -2.97939 -0.51241 25.66831  0.1046
152 H -3.45137 -0.82936 27.25531  0.0659
153 H -2.55702 -1.95621 26.42923  0.0933
154 H -4.55039 -1.33666 23.74800  0.0534
155 H -5.63876 -2.64740 24.03585  0.1142
156 H -3.90337 -2.88426 24.07415  0.0839
157 H -5.41604 -0.90536 26.07384  0.1311
158 H -4.57074 -3.87690 26.53127  0.1343
159 H -6.21021 -3.10715 26.89647  0.1519
160 H -5.23225 -4.29826 29.11633  0.0908
161 H -3.91470 -3.34084 29.86207  0.0873
162 H -3.55629 -4.36503 28.48480  0.0755
163 C 4.75318 -3.15702 32.85961  -0.0398
164 C 5.98853 -2.29708 32.91506  -0.2660
165 C 5.62822 -0.96674 32.21184  -0.2361
166 O 6.65076 -0.04641 32.42674  -0.1904
167 C 6.17296 1.25789 31.98237  -0.0395
168 N 6.54872 -1.96157 34.34646  0.2530
169 H 7.33321 -1.33746 34.17176  0.1565
170 H 5.96550 -1.41220 34.95506  0.1661
171 H 6.88323 -2.82491 34.77443  0.1745
172 H 4.43465 -3.46693 31.87117  0.0716
173 H 3.91926 -2.58076 33.31780  0.1017
174 H 4.94495 -4.07908 33.46142  0.1033
175 H 6.83806 -2.72062 32.41242  0.1537
176 H 4.65307 -0.62296 32.57870  0.1192
177 H 5.47225 -1.17258 31.10059  0.1551
178 H 7.00942 1.92711 32.16076  0.0966
179 H 5.33070 1.53134 32.63111  0.0872
180 H 5.87765 1.20780 30.89805  0.1115
181 C -1.47406 -5.68279 24.84756  -0.6259
182 F -0.89537 -5.09842 23.82703  0.1525
183 F -2.80335 -5.78825 24.69215  0.1489
184 F -0.94008 -6.92560 25.09215  0.0857
185 S -1.05982 -4.66143 26.36521  0.5133
186 O -1.76844 -3.44946 26.03125  -0.3065
187 O -1.48590 -5.41508 27.53332  -0.3214
188 O 0.40555 -4.49987 26.37679  -0.3326
189 C -1.46685 -1.61006 21.71119  -0.5410
190 F -0.79899 -1.45680 20.55600  0.1303
191 F -2.77548 -1.22287 21.58983  0.1181
192 F -1.42853 -2.89053 22.16567  0.1143
193 S -0.54335 -0.51399 23.01270  0.5184
194 O -0.45367 0.79078 22.35421  -0.3467
195 O -1.46513 -0.42517 24.12306  -0.3068
196 O 0.73130 -1.04711 23.38297  -0.2651
197 C 2.12443 1.97249 31.49644  -0.5722
198 F 2.30545 2.31263 32.80122  0.1230
199 F 3.06748 1.08094 31.02294  0.0842
200 F 0.90560 1.31606 31.46575  0.0775
201 S 2.14370 3.43258 30.46400  0.4367
202 O 1.80040 3.11029 29.09771  -0.3257
203 O 1.14606 4.29942 31.01626  -0.3082
204 O 3.48601 3.94492 30.52892  -0.2818
205 C 4.05558 -3.12644 28.71909  -0.5976
206 F 3.90863 -4.41158 28.39148  0.1192
207 F 2.98166 -2.57389 29.28913  0.1226
208 F 5.08136 -3.21660 29.66963  0.0558
209 S 4.51198 -2.17363 27.19734  0.4566
210 O 3.25595 -2.15434 26.47719  -0.3512
211 O 4.96450 -0.84551 27.52562  -0.2976
212 O 5.54653 -2.96428 26.58743  -0.2847
213 C -2.98178 3.09937 29.18631  -0.5480
214 F -3.90546 3.48466 30.12128  0.0904
215 F -2.32549 4.18232 28.73795  0.1165
216 F -2.07172 2.33739 29.89934  0.0681
217 S -3.77334 2.07746 27.75951  0.5248
218 O -4.91234 2.89685 27.35456  -0.2894
219 O -2.67965 2.04914 26.75656  -0.3612
220 O -4.06755 0.80627 28.34846  -0.3013
221 O 0.23726 2.64923 23.90488  0.0125
222 C 1.49070 3.22239 24.28612  -0.6535
223 O 2.46789 2.70441 23.61322  -0.0595
224 O 1.46239 4.08590 25.20461  -0.0327
225 H 0.39806 1.88540 23.36110  0.0139

Results
charge: +4
2S+1: 1
Kohn-Sham gap: 9.6 eV
HOMO level: -15.7455 eV
lowest unoccupied orbital energy: -6.2 eV
energy: -216803.790 eV
molar mass: 1707.8 g mol⁻¹